{"formula": "C2H4N4O", "method": "ωB97M-V with the def2-TZVPD basis set", "homo_energy_ev": -10.073, "orbital_gap_ha": 0.3498, "e_above_lowest_kcal_mol": 103.1, "e_lumo_ev": -0.555, "symbols": ["N", "N", "N", "C", "C", "O", "N", "H", "H", "H", "H"], "coordinates": [[1.113, -0.267, 0.001], [0.348, 0.096, 0.960], [1.680, 0.653, -0.716], [-1.434, -0.180, 0.568], [-1.156, -1.355, -0.496], [-1.868, 0.893, 0.192], [-1.155, -2.240, -1.229], [0.401, 1.093, 1.221], [2.360, 0.345, -1.396], [1.432, 1.640, -0.612], [-1.720, -0.679, 1.507]], "forces_ev_per_a": [[-0.96, 0.61, 0.92], [2.15, -0.17, -0.54], [0.36, 0.47, 0.23], [-1.10, -2.07, -1.05], [-0.91, 0.97, 0.88], [0.39, 0.02, 0.02], [0.14, 0.10, 0.02], [-0.18, 0.07, -0.52], [-0.24, 0.04, 0.01], [0.23, -0.35, 0.08], [0.13, 0.31, -0.06]]}

{"formula": "C2H4N4O", "method": "ωB97M-V with the def2-TZVPD basis set", "homo_energy_ev": -8.214, "orbital_gap_ha": 0.3300, "e_above_lowest_kcal_mol": 23.2, "smiles": "[H]/N=c1/[nH]nc(N)o1", "e_lumo_ev": 0.765, "symbols": ["N", "C", "N", "N", "C", "N", "O", "H", "H", "H", "H"], "coordinates": [[-2.425, 0.572, 0.500], [-1.255, 0.206, 0.195], [-0.937, -1.048, -0.206], [0.419, -1.244, -0.394], [0.896, -0.073, -0.183], [2.194, 0.344, -0.339], [-0.025, 0.876, 0.169], [-2.585, 1.555, 0.653], [-1.636, -1.763, -0.265], [2.516, 0.996, 0.363], [2.838, -0.421, -0.493]], "forces_ev_per_a": [[0.26, 0.19, -0.15], [-0.29, -0.25, -0.08], [-0.27, 0.02, 0.07], [0.17, 0.35, 0.06], [0.00, -0.19, -0.02], [-0.08, -0.04, 0.07], [-0.15, -0.01, 0.03], [0.32, 0.15, 0.14], [0.27, -0.29, -0.08], [-0.08, -0.03, -0.07], [-0.15, 0.10, 0.03]]}

{"formula": "C2H4N4O", "method": "ωB97M-V with the def2-TZVPD basis set", "homo_energy_ev": -8.084, "orbital_gap_ha": 0.3111, "e_above_lowest_kcal_mol": 78.3, "smiles": "NC1=NN(N)C1=O", "e_lumo_ev": 0.382, "symbols": ["C", "N", "N", "N", "N", "C", "O", "H", "H", "H", "H"], "coordinates": [[-0.940, -0.066, 0.110], [2.332, -0.280, -0.003], [-2.280, -0.113, 0.106], [-0.040, -1.012, 0.074], [1.014, -0.087, -0.287], [0.044, 1.061, -0.131], [0.134, 2.242, -0.040], [2.481, -0.774, 0.874], [2.813, -0.741, -0.770], [-2.759, -0.974, -0.101], [-2.799, 0.744, 0.169]], "forces_ev_per_a": [[0.68, -1.53, -0.43], [0.09, 0.21, 0.47], [-0.28, 0.11, 0.12], [-1.62, 0.58, 0.35], [-0.85, 1.87, -1.36], [2.50, -0.57, 1.01], [-0.25, -0.84, -0.40], [-0.03, 0.19, -0.06], [-0.27, 0.00, 0.21], [0.05, 0.13, 0.11], [-0.01, -0.14, -0.02]]}

{"formula": "C2H4N4O", "method": "ωB97M-V with the def2-TZVPD basis set", "homo_energy_ev": -8.297, "orbital_gap_ha": 0.3313, "e_above_lowest_kcal_mol": 73.8, "smiles": "Nc1ncn(O)n1", "e_lumo_ev": 0.720, "symbols": ["C", "C", "H", "H", "H", "H", "N", "N", "N", "N", "O"], "coordinates": [[0.073, -0.410, 0.744], [-1.245, 0.316, -0.690], [-0.037, -1.286, 2.633], [1.528, -1.141, 2.011], [-2.174, 0.491, -1.307], [1.286, 1.477, -2.055], [0.594, -0.812, 1.944], [-1.233, -0.260, 0.478], [0.009, 0.425, -1.150], [0.956, 0.100, -0.236], [0.244, 1.100, -2.371]], "forces_ev_per_a": [[2.49, 1.53, -1.00], [-0.70, -0.16, -2.24], [0.72, 0.84, -1.36], [0.59, -0.06, -0.40], [1.52, 0.05, 0.78], [-4.31, -1.29, -1.89], [-1.70, -0.86, 1.60], [0.36, -0.73, 1.40], [-1.72, 1.11, -0.85], [-2.69, -1.26, 0.92], [5.44, 0.83, 3.05]]}

{"formula": "C2H4N4O", "method": "ωB97M-V with the def2-TZVPD basis set", "homo_energy_ev": -9.027, "orbital_gap_ha": 0.3610, "e_above_lowest_kcal_mol": 94.1, "smiles": "C=NN(N)N=C=O", "e_lumo_ev": 0.796, "symbols": ["N", "N", "C", "N", "N", "C", "O", "H", "H", "H", "H"], "coordinates": [[0.543, -0.568, -0.068], [1.614, 0.254, 0.202], [-0.679, 1.061, -1.293], [0.022, -1.199, 1.072], [-0.656, 0.000, -0.612], [-1.211, -1.310, 1.144], [-2.233, -1.709, 1.554], [1.536, 0.760, 1.083], [2.475, -0.279, 0.174], [0.224, 1.586, -1.592], [-1.633, 1.403, -1.665]], "forces_ev_per_a": [[-1.29, -0.12, -0.66], [0.12, 0.78, -0.24], [0.87, -0.23, -0.21], [0.14, -0.18, 0.47], [0.26, 0.47, -0.22], [0.12, -1.38, 1.54], [0.26, 0.80, -0.86], [-0.16, -0.18, -0.01], [-0.24, 0.00, -0.06], [0.09, 0.13, 0.20], [-0.15, -0.07, 0.05]]}

{"formula": "C2H4N4O", "method": "ωB97M-V with the def2-TZVPD basis set", "homo_energy_ev": -9.610, "orbital_gap_ha": 0.3779, "e_above_lowest_kcal_mol": 136.1, "smiles": "CNc1nnon1", "e_lumo_ev": 0.674, "symbols": ["C", "C", "H", "H", "H", "H", "N", "N", "N", "N", "O"], "coordinates": [[-1.034, 1.405, 1.787], [0.402, -0.109, 0.284], [-1.855, 1.009, 0.954], [-0.468, 2.419, 1.798], [-1.642, 1.202, 2.908], [1.253, 0.519, 2.104], [0.220, 0.408, 1.574], [-0.589, 0.252, -0.611], [-0.467, -0.302, -1.701], [1.199, -0.949, -0.332], [0.496, -1.099, -1.587]], "forces_ev_per_a": [[0.03, -1.94, 1.33], [-1.59, 0.36, -0.36], [2.58, 1.98, 2.11], [-2.10, -1.41, -0.44], [2.39, 0.46, -3.21], [-4.24, -0.07, -1.61], [2.78, 0.02, 0.77], [-2.42, 3.01, 1.14], [-1.34, 0.39, 0.67], [-0.83, -0.02, 0.28], [4.74, -2.78, -0.67]]}

{"formula": "C2H4N4O", "method": "ωB97M-V with the def2-TZVPD basis set", "homo_energy_ev": -8.732, "orbital_gap_ha": 0.3354, "e_above_lowest_kcal_mol": 140.3, "smiles": "NNc1cnon1", "e_lumo_ev": 0.394, "symbols": ["C", "C", "H", "H", "H", "H", "N", "N", "N", "N", "O"], "coordinates": [[0.476, -0.263, -0.091], [1.055, 0.966, -0.034], [-2.637, -0.252, 0.815], [-2.167, 0.922, -0.767], [-0.985, -1.688, -0.075], [0.565, 1.824, 0.183], [-1.826, 0.244, 0.167], [-0.790, -0.657, -0.227], [2.350, 0.798, -0.073], [1.327, -1.337, -0.024], [2.631, -0.558, 0.126]], "forces_ev_per_a": [[0.80, -6.44, 0.75], [2.84, -1.44, -0.50], [2.76, 1.82, -2.87], [0.60, -3.23, 3.62], [0.46, 2.02, -0.44], [-1.01, 2.84, -0.11], [-2.44, 1.24, -0.97], [-3.44, -1.19, 0.14], [0.71, -1.33, 1.88], [1.56, 4.85, 0.53], [-2.83, 0.86, -2.04]]}

{"formula": "C2H4N4O", "method": "ωB97M-V with the def2-TZVPD basis set", "homo_energy_ev": -9.056, "orbital_gap_ha": 0.3623, "e_above_lowest_kcal_mol": 52.0, "e_lumo_ev": 0.801, "symbols": ["N", "C", "N", "N", "C", "O", "N", "H", "H", "H", "H"], "coordinates": [[-0.353, 2.051, -0.174], [-0.020, 0.728, -0.178], [1.138, 0.294, -0.705], [1.118, -1.164, -0.416], [-0.045, -1.312, 0.225], [-0.411, -2.509, 0.680], [-0.804, -0.224, 0.343], [0.116, 2.621, -0.861], [-1.336, 2.244, -0.053], [1.879, -0.329, 0.051], [-1.283, -2.399, 1.087]], "forces_ev_per_a": [[-0.07, 0.02, -0.09], [0.12, -0.04, -0.06], [-0.29, 0.35, -0.03], [-0.32, -0.36, 0.10], [0.19, 0.10, -0.10], [-0.14, 0.05, 0.05], [0.23, -0.02, -0.08], [-0.05, -0.07, 0.09], [0.12, -0.02, 0.00], [0.10, 0.03, 0.16], [0.11, -0.06, -0.04]]}

{"formula": "C2H4N4O", "method": "ωB97M-V with the def2-TZVPD basis set", "homo_energy_ev": -8.544, "orbital_gap_ha": 0.3414, "e_above_lowest_kcal_mol": 3.5, "smiles": "Nc1n[nH]c(O)n1", "e_lumo_ev": 0.745, "symbols": ["N", "C", "N", "N", "C", "O", "N", "H", "H", "H", "H"], "coordinates": [[0.192, 0.086, -2.210], [-0.048, 0.107, -0.851], [-1.135, 0.647, -0.340], [-0.903, 0.498, 1.005], [0.271, -0.108, 1.188], [0.734, -0.341, 2.418], [0.857, -0.390, 0.049], [-0.644, 0.259, -2.750], [0.672, -0.750, -2.520], [-1.546, 0.847, 1.695], [1.549, -0.853, 2.317]], "forces_ev_per_a": [[0.01, -0.24, -0.18], [-0.25, 0.02, -0.05], [0.29, -0.10, -0.13], [0.07, 0.01, 0.29], [-0.14, 0.16, -0.07], [0.12, -0.22, -0.09], [-0.19, 0.11, 0.10], [0.06, 0.02, 0.06], [0.00, 0.19, 0.10], [0.07, -0.04, -0.10], [-0.04, 0.09, 0.06]]}

{"formula": "C2H4N4O2", "method": "ωB97M-V with the def2-TZVPD basis set", "homo_energy_ev": -10.525, "orbital_gap_ha": 0.3707, "e_above_lowest_kcal_mol": 99.0, "smiles": "O=[N+]([O-])[C@@H]1N=NCN1", "e_lumo_ev": -0.437, "symbols": ["C", "C", "N", "N", "N", "N", "O", "O", "H", "H", "H", "H"], "coordinates": [[-0.553, 0.245, 0.633], [1.326, 0.454, -0.679], [-0.022, 1.533, 0.629], [0.949, 1.670, -0.105], [0.134, -0.455, -0.388], [2.580, -0.112, 0.105], [3.700, 0.274, -0.253], [2.378, -0.964, 0.917], [-0.461, -0.146, 1.595], [-1.648, 0.182, 0.529], [1.492, 0.612, -1.793], [0.587, -1.254, 0.004]], "forces_ev_per_a": [[-1.66, -1.05, -0.74], [-1.99, -2.57, -1.57], [-0.66, 2.71, 0.65], [0.46, 1.82, 1.06], [2.65, 0.37, -1.58], [2.17, 0.98, -2.42], [-1.99, -0.15, 0.54], [-0.40, -0.43, 0.90], [0.77, -0.76, 1.95], [0.21, 0.78, -0.53], [0.59, -0.69, 1.62], [-0.15, -1.02, 0.11]]}